{
  "formula": "C38H51Cl3N2O3PPtSi",
  "method": "ωB97M-V with the def2-TZVPD basis set",
  "symbols": ["C", "C", "H", "H", "H", "C", "C", "H", "H", "H", "H", "Pt", "Cl", "Cl", "H", "H", "C", "C", "N", "H", "C", "O", "H", "H", "H", "H", "H", "H", "C", "C", "N", "H", "C", "O", "H", "H", "H", "H", "O", "C", "C", "C", "H", "C", "H", "C", "H", "C", "C", "H", "H", "H", "Si", "Cl", "C", "C", "C", "H", "H", "H", "H", "H", "H", "H", "H", "H", "C", "C", "C", "C", "C", "C", "P", "C", "C", "C", "C", "C", "C", "C", "C", "C", "C", "C", "C", "H", "H", "H", "H", "H", "H", "H", "H", "H", "H", "H", "H", "H", "H", "H"],
  "positions_angstrom": [[1.53198, -2.01403, -4.15305], [0.11525, -1.65788, -3.93860], [1.66063, -3.08887, -4.29986], [2.16275, -1.70259, -3.31165], [1.89479, -1.49196, -5.05644], [-0.93678, -2.24406, -4.51395], [-0.86518, -3.36066, -5.48336], [-1.93226, -1.88862, -4.27372], [-0.16178, -4.14534, -5.18891], [-0.56347, -3.00940, -6.47691], [-1.85355, -3.81626, -5.57438], [0.34158, 0.02911, 0.28523], [2.23619, 1.22167, -0.50490], [1.49612, -2.25566, 2.61941], [0.94892, 2.13918, 4.99269], [4.25406, 2.28827, 4.42031], [1.54065, 1.23685, 5.21670], [3.96509, 1.22902, 4.54427], [2.56686, 1.02667, 4.20995], [0.84836, 0.38536, 5.23004], [2.16634, 0.80641, 2.95144], [0.95706, 0.60477, 2.70364], [4.59423, 0.62918, 3.86775], [2.96135, 0.81227, 2.18575], [2.04680, 1.34270, 6.17644], [4.12322, 0.91217, 5.58277], [-0.61357, -3.86765, -1.21479], [-3.02307, -2.82863, -2.29794], [-1.24522, -4.01878, -0.32709], [-3.36703, -3.18546, -1.30813], [-2.32149, -3.04052, -0.30059], [-0.65604, -3.91380, 0.58628], [-2.18213, -1.88683, 0.37316], [-1.14081, -1.56438, 1.02204], [-4.25579, -2.61789, -1.00501], [-3.05858, -1.21468, 0.30262], [-1.69998, -5.01511, -0.38803], [-3.62545, -4.25332, -1.39860], [-0.46830, -1.28754, -1.72457], [-0.17052, -0.60424, -2.84810], [-2.59107, 0.23382, -2.53343], [-1.35121, 0.34770, -3.17176], [-2.68086, -0.45665, -1.69697], [-3.67196, 0.99522, -2.97907], [0.72611, 0.03828, -2.71352], [-1.16549, 1.31259, -4.16386], [-4.64729, 0.86497, -2.50589], [-3.50237, 1.91071, -4.02442], [-2.24066, 2.08382, -4.60089], [-0.15659, 1.44057, -4.57443], [-4.35554, 2.50454, -4.37362], [-2.09202, 2.82183, -5.38936], [2.89138, -2.85738, 1.09316], [1.53209, -1.92203, -0.38571], [2.80364, -4.59277, 2.02837], [4.28171, -1.55968, 1.34639], [3.98400, -3.83403, -0.23587], [1.78596, -5.00763, 1.95463], [3.03038, -4.40732, 3.09209], [3.51947, -5.33910, 1.66239], [3.47182, -4.72487, -0.62213], [4.88683, -4.16565, 0.30730], [4.29632, -3.18845, -1.06750], [3.98745, -0.59488, 0.89671], [5.20875, -1.89909, 0.85545], [4.50696, -1.41937, 2.41393], [0.46939, 4.94673, 3.64422], [-0.83916, 4.48341, 3.72739], [-1.30786, 3.52257, 2.82930], [-0.42944, 2.97230, 1.89580], [0.86296, 3.48352, 1.76887], [1.31200, 4.46492, 2.64373], [-0.95905, 1.73848, 0.64086], [-2.59317, 1.24033, 1.24383], [-2.68053, 0.71842, 2.54662], [-3.92483, 0.38792, 3.08096], [-5.07975, 0.51359, 2.30547], [-4.99110, 0.97239, 0.99174], [-3.74973, 1.32914, 0.45830], [-1.27843, 2.94739, -0.68752], [-2.37258, 3.81278, -0.59371], [-2.54186, 4.80890, -1.54919], [-1.57494, 5.02286, -2.52902], [-0.41951, 4.24234, -2.53764], [-0.27690, 3.19887, -1.62787], [0.83197, 5.69488, 4.34718], [-1.51714, 4.86400, 4.48975], [-2.35001, 3.20520, 2.87279], [1.51536, 3.09866, 0.98388], [2.32643, 4.84923, 2.53612], [-1.76746, 0.59055, 3.13362], [-3.98818, 0.02374, 4.10519], [-6.05072, 0.25206, 2.72555], [-5.88216, 1.06389, 0.36964], [-3.68393, 1.70027, -0.56624], [-3.08872, 3.71926, 0.21824], [-3.43585, 5.42779, -1.51462], [-1.71495, 5.79595, -3.28598], [0.36150, 4.42663, -3.26996], [0.62172, 2.58071, -1.62976]],
  "spin_multiplicity": 3,
  "charge": -1,
  "gap_ev": [5.81, 6.95]
}